Formula: C25H42I2N2O6S2Si2
Source: the OMol25 dataset
Level of theory: wB97M-V/def2-TZVPD

As for the HOMO-LUMO gap: 9.08 eV. As for the HOMO energy: -9.0 eV.

```
! RIJCOSX wB97M-V def2-TZVPD def2/J DEFGRID3
* xyz 0 1
C 6.14720 -1.06924 0.76869
C 5.16561 -0.41532 0.51090
C 3.93878 0.44008 0.48146
Si 2.35525 -0.61370 0.66923
O 1.12639 0.24964 1.43601
Si -0.43390 -0.03659 0.85797
C -1.60348 0.39187 2.31024
C -2.23363 1.81854 2.22088
C -1.19315 2.99108 2.28775
C -1.52313 4.12278 1.24713
N -0.26914 4.47033 0.54087
C -0.36815 5.69779 -0.18886
C -0.75981 5.61933 -1.66837
O -0.11811 6.76839 0.31288
C -0.84893 0.98511 -0.69150
C -2.20793 1.12238 -1.14776
C -2.33252 1.89108 -2.32019
C -1.26126 2.47017 -3.01838
N -0.00868 2.35747 -2.57584
C 0.12749 1.65025 -1.46391
C -0.77773 -1.89926 0.49060
I -0.55405 -2.88583 2.43711
C -2.24588 -2.10557 -0.08442
C -2.90608 -3.45257 0.34996
I -2.00701 -2.26855 -2.25521
H 6.94104 -1.78689 0.90143
H 3.89974 0.89845 -0.53094
H 3.95017 1.25633 1.22283
H 2.66082 -1.91557 1.28299
H 1.90349 -0.89921 -0.71358
H -2.41060 -0.35367 2.43204
H -0.97529 0.38761 3.22778
H -2.92800 1.95333 1.36642
H -2.88109 1.92827 3.11994
H -0.13832 2.66098 2.23890
H -1.31145 3.47720 3.27939
H -1.96439 4.99745 1.78049
H -2.28804 3.81010 0.50743
H 0.47438 4.50897 1.23399
H -0.98550 6.59552 -2.12184
H -1.67552 4.99124 -1.74855
H 0.03460 5.09201 -2.22683
H -3.05980 0.68340 -0.62258
H -3.34595 2.04715 -2.72604
H -1.47327 3.02477 -3.94462
H 1.16292 1.56830 -1.08434
H -0.10209 -2.32432 -0.26875
H -2.91035 -1.27512 0.20297
H -3.62098 -3.72105 -0.45845
H -2.19267 -4.29387 0.38963
H -3.51555 -3.35210 1.26540
C 5.48742 1.78368 5.44926
C 4.98910 2.13033 4.04177
C 3.63124 1.44548 3.85512
S 2.91042 1.30099 5.49211
O 2.81129 -0.09546 5.82995
O 1.78435 2.19398 5.59850
C 4.29692 2.00300 6.37696
H 6.33916 2.39849 5.73971
H 5.79917 0.73663 5.48280
H 4.87040 3.21331 3.95411
H 5.69690 1.81575 3.27373
H 2.96784 2.03119 3.22120
H 3.74330 0.44076 3.44787
H 4.40543 1.51130 7.34147
H 4.09760 3.06586 6.51715
C -2.00208 -5.35026 -6.65022
C -3.22290 -6.27473 -6.72373
C -3.56130 -6.70359 -5.29151
S -2.99489 -5.37673 -4.22350
O -1.92218 -5.87528 -3.40155
O -4.13554 -4.69812 -3.66303
C -2.29393 -4.36644 -5.52238
H -1.82701 -4.83502 -7.59451
H -1.10972 -5.93546 -6.41397
H -4.06655 -5.72925 -7.15375
H -3.03578 -7.14052 -7.35893
H -4.63134 -6.84259 -5.15280
H -3.02966 -7.61125 -5.00897
H -1.40505 -3.85674 -5.15448
H -3.04904 -3.63820 -5.82074
*
```


Formula: C28H63N7O12S2
Source: the OMol25 dataset
Level of theory: wB97M-V/def2-TZVPD

As for the HOMO-LUMO gap: 9.17 eV. As for the HOMO energy: -8.7 eV.

```
! RIJCOSX wB97M-V def2-TZVPD def2/J DEFGRID3
* xyz 0 1
C -2.66880 -0.39029 2.07163
C -3.92196 -0.94827 1.45437
O -5.03662 -0.52058 1.70366
O -3.68753 -2.00088 0.62498
C -4.49791 -2.06100 -0.55148
C -4.74953 -3.52472 -0.92276
C -4.67178 -3.77992 -2.42558
C -4.57832 -5.27880 -2.75906
C -3.16199 -5.75254 -3.07562
O -3.05520 -6.30142 -4.41301
S -2.52183 -5.18503 -5.45111
O -1.08617 -5.28953 -5.49577
O -3.04002 -6.07525 -6.75923
S -3.43753 -5.05837 -8.02771
H -1.78722 -0.87299 1.66750
H -2.70610 -0.57437 3.14252
H -2.61161 0.68075 1.91973
H -5.44752 -1.55813 -0.40061
H -3.97814 -1.55941 -1.36721
H -4.06000 -4.14507 -0.35454
H -5.75474 -3.78415 -0.59448
H -3.82917 -3.22545 -2.83772
H -5.58111 -3.39503 -2.88387
H -5.20945 -5.50462 -3.61336
H -4.97155 -5.86718 -1.94150
H -2.41695 -4.97477 -2.91209
H -2.90482 -6.57425 -2.41512
H -4.75519 -5.32351 -8.10062
C 0.91772 0.12494 2.77433
O 0.85808 0.55188 1.63417
N 0.95428 0.88241 3.87954
C 1.00710 0.31360 5.21237
C 0.93582 2.33059 3.73151
H 0.93389 -0.95785 2.99225
H 0.14134 0.64553 5.78370
H 1.91467 0.64827 5.72039
H 1.01515 -0.77463 5.15439
H 0.03244 2.63466 3.20307
H 1.79230 2.66109 3.14712
H 0.95546 2.79767 4.71243
C -0.37965 1.35181 8.19763
O -0.41104 2.13223 7.26463
N -0.34947 1.71011 9.49070
C -0.31112 0.73470 10.56229
C -0.35568 3.12722 9.81777
H -0.37209 0.25701 8.05080
H -1.18350 0.84899 11.20823
H 0.59127 0.86764 11.16180
H -0.31147 -0.27120 10.14854
H -1.25383 3.59964 9.42010
H 0.51034 3.61820 9.37395
H -0.32860 3.24903 10.89712
C 0.65680 5.64097 1.50201
O 1.49116 4.88532 1.96254
N -0.15687 5.32481 0.48210
C -1.14301 6.24968 -0.03748
C -0.03221 4.00042 -0.11396
H 0.49628 6.66046 1.89310
H -2.14503 5.82701 0.05853
H -0.94822 6.45723 -1.09147
H -1.10304 7.18508 0.51661
H -0.20883 3.22738 0.63421
H 0.97462 3.86007 -0.50632
H -0.75404 3.89897 -0.92011
C -0.94970 -2.70134 -9.16296
O -1.84097 -2.21229 -8.49627
N 0.29202 -2.95293 -8.71348
C 1.31093 -3.54297 -9.55633
C 0.61689 -2.62054 -7.33421
H -1.09365 -2.99042 -10.21867
H 1.65052 -4.48945 -9.13127
H 2.16596 -2.86927 -9.64452
H 0.90848 -3.72967 -10.54971
H -0.03297 -3.16810 -6.65291
H 0.47381 -1.55281 -7.16403
H 1.65180 -2.88499 -7.13447
C 5.67168 6.53506 4.92544
O 6.72839 6.85749 5.43739
N 5.51028 6.22314 3.62994
C 4.22132 5.84221 3.07817
C 6.66903 6.27053 2.75496
H 4.73389 6.46979 5.50402
H 4.26975 4.83816 2.65686
H 3.93179 6.53902 2.29064
H 3.46146 5.85642 3.85499
H 7.43548 5.58277 3.11746
H 7.08969 7.27590 2.74658
H 6.37879 5.99603 1.74477
C 8.61195 6.79937 -1.16306
O 7.63319 7.15552 -0.53728
N 9.74754 6.34036 -0.60558
C 10.88475 5.92094 -1.39854
C 9.82125 6.26663 0.84457
H 8.64773 6.82028 -2.26571
H 11.11566 4.87166 -1.20401
H 11.76065 6.52513 -1.15374
H 10.66259 6.03974 -2.45672
H 9.03145 5.61539 1.21825
H 9.67782 7.25827 1.27425
H 10.78975 5.87560 1.14393
C -6.05818 -8.61550 -3.33316
O -5.94906 -7.92098 -2.33996
N -7.19201 -9.23081 -3.71144
C -7.26489 -10.04322 -4.90930
C -8.37781 -9.07033 -2.88614
H -5.21478 -8.79419 -4.02094
H -8.00746 -9.63587 -5.59822
H -7.54487 -11.06735 -4.65503
H -6.29749 -10.05771 -5.40616
H -8.64639 -8.01611 -2.81535
H -8.18630 -9.43889 -1.87822
H -9.20205 -9.62585 -3.32538
*
```


Formula: C6H7Cl
Source: the OMol25 dataset
Level of theory: wB97M-V/def2-TZVPD

The energy above the lowest of the compared OMol25 structures with the same formula, charge and spin is 227.2 kJ/mol. As for the HOMO-LUMO gap: 8.09 eV. As for the HOMO energy: -9.1 eV.

```
! RIJCOSX wB97M-V def2-TZVPD def2/J DEFGRID3
* xyz 0 1
C -0.13543 -1.38993 -1.35048
C 0.39574 -0.19993 -1.74158
C 0.03514 -1.06748 0.07990
C -0.08889 -1.69592 1.23402
C 0.54661 0.26104 -0.37253
C 0.46828 1.59737 0.22956
Cl 2.98019 -0.20550 0.05160
H -0.53686 -2.24103 -1.86590
H 0.63219 0.25456 -2.68398
H 0.18890 -1.22190 2.15954
H -0.43850 -2.71305 1.28846
H 1.16248 2.27947 -0.25781
H 0.68408 1.55160 1.29406
H -0.54675 1.98396 0.09272
*
```


Formula: C26H40BrNOP2V
Source: the OMol25 dataset
Level of theory: wB97M-V/def2-TZVPD

The energy above the lowest of the compared OMol25 structures with the same formula, charge and spin is 9.5 kJ/mol. As for the HOMO-LUMO gap (alpha / beta): 6.71 / 6.01 eV. As for the HOMO energy (alpha / beta): -14.3 / -14.3 eV.

```
! RIJCOSX wB97M-V def2-TZVPD def2/J DEFGRID3
* xyz 2 4
N -4.86749 -0.63954 2.89527
C -3.81449 -0.02348 3.44241
C -2.80168 0.56747 2.67082
C -2.93487 0.55972 1.26685
C -4.06296 -0.07456 0.70118
C -4.99915 -0.66668 1.56750
C -1.95368 1.23240 0.44051
V -0.12574 0.15415 -0.47689
P 1.93804 0.63210 -1.43000
C -2.01340 1.12438 -0.98769
C -1.50511 2.19903 -1.82663
C -1.75560 2.14868 -3.21480
C -1.15318 3.06455 -4.06137
C -0.23122 3.96456 -3.50780
C -0.12524 4.17967 -2.13364
C -0.75710 3.26810 -1.27512
Br 0.92222 4.96923 -4.67634
H -1.33040 2.00145 0.92574
H -2.58875 0.33679 -1.47673
H -1.92301 0.99334 3.14934
H -4.22950 -0.13299 -0.37244
H -3.74600 0.00510 4.53188
H -5.86885 -1.17556 1.14387
H -2.43169 1.37687 -3.59110
H -0.66675 3.39737 -0.19500
H -1.37370 3.07984 -5.12263
H 0.42777 5.02999 -1.74030
P -0.39719 -2.19059 -0.53315
C 2.55337 2.16689 -0.63951
C 3.35372 3.11025 -1.53462
H 3.13944 1.85609 0.23913
H 1.67371 2.70117 -0.24790
H 3.74607 3.94953 -0.94529
H 4.21569 2.61995 -1.99766
H 2.73968 3.54440 -2.33171
C 1.57180 0.99863 -3.19394
C 2.74965 0.97744 -4.17013
H 1.06653 1.97512 -3.22055
H 0.81510 0.26716 -3.52260
H 2.39136 1.24042 -5.17687
H 3.52636 1.70532 -3.90347
H 3.20452 -0.01980 -4.22348
C 3.27863 -0.60906 -1.36208
C 4.69590 -0.09128 -1.55267
H 3.03724 -1.38456 -2.10454
H 3.18941 -1.09245 -0.37990
H 5.41217 -0.91774 -1.49290
H 4.83902 0.38447 -2.52538
H 4.97537 0.62863 -0.77933
C 0.55492 -3.52725 0.28067
C 2.06774 -3.51433 0.09456
H 0.14125 -4.48651 -0.07084
H 0.32357 -3.45263 1.35240
H 2.50805 -4.45178 0.46017
H 2.37049 -3.40264 -0.95275
H 2.52349 -2.70206 0.67087
C -0.22217 -2.59285 -2.33526
C -1.16267 -1.81034 -3.25032
H -0.40723 -3.67526 -2.42726
H 0.83079 -2.40707 -2.60510
H -1.02072 -2.12894 -4.29359
H -2.21977 -1.97110 -2.99554
H -0.97813 -0.72528 -3.21036
C -2.09260 -2.82104 -0.19644
C -2.37426 -3.14737 1.26955
H -2.24483 -3.71485 -0.82181
H -2.80076 -2.05703 -0.55048
H -3.43102 -3.40911 1.40463
H -1.78148 -3.99350 1.63696
H -2.17503 -2.28413 1.91541
O 1.34973 0.15485 2.20014
C 0.76530 0.16825 1.17423
*
```


Formula: C3HF2N
Source: the OMol25 dataset
Level of theory: wB97M-V/def2-TZVPD

As for the SMILES: N#C/C(F)=C\F. The energy above the lowest of the compared OMol25 structures with the same formula, charge and spin is 124.5 kJ/mol. As for the HOMO-LUMO gap: 11.04 eV. As for the HOMO energy: -10.9 eV.

```
! RIJCOSX wB97M-V def2-TZVPD def2/J DEFGRID3
* xyz 0 1
N 2.45082 -0.13772 -0.10578
C 1.33101 0.14075 0.14877
C -0.11902 0.50743 0.13733
F -0.38302 1.84395 -0.10309
C -0.97415 -0.44794 -0.00075
F -0.34820 -1.67014 -0.06922
H -1.95741 -0.23634 -0.00725
*
```


Formula: C4H4ClNO2S2
Source: the OMol25 dataset
Level of theory: wB97M-V/def2-TZVPD

As for the SMILES: Cc1cnsc1S(=O)(=O)Cl. The energy above the lowest of the compared OMol25 structures with the same formula, charge and spin is 70.9 kJ/mol. As for the HOMO-LUMO gap: 8.85 eV. As for the HOMO energy: -9.7 eV.

```
! RIJCOSX wB97M-V def2-TZVPD def2/J DEFGRID3
* xyz 0 1
C 1.40795 -0.37149 -0.89352
C 0.11894 -0.79512 -0.25293
C -0.42598 -1.97298 -0.11764
N -1.49420 -2.05404 0.74382
S -2.02176 -0.63745 1.31214
C -0.79843 0.26665 0.62903
S -0.70111 1.98507 0.42332
O -0.33031 2.32060 -0.90168
O -1.88120 2.59675 0.94916
Cl 0.85169 2.36772 1.56254
H 2.20721 -0.43340 -0.17615
H 1.56560 -1.18169 -1.68915
H 1.27885 0.66987 -1.13354
H 0.22276 -2.76049 -0.45542
*
```


What is the formula in the third record? C6H7Cl